Entry from OMol25: a structure of composition C73H68BrIN2O15P3 (ωB97M-V/def2-TZVPD).

Each line ends with the Mulliken charge.
Geometry (Å):
C 4.968 5.761 -0.758  -1.2625
C 3.876 5.347 0.205  -0.2513
O 3.732 3.927 0.338  -0.2070
C 4.535 3.320 1.259  -0.9046
O 5.806 3.100 0.678  -0.2995
C 6.758 2.497 1.508  -1.8631
C 6.171 1.660 2.667  1.3198
C 5.970 2.556 3.935  -0.6944
C 6.507 2.092 5.285  -0.2848
O 6.110 1.195 5.924  -0.3691
I 8.110 3.311 6.059  0.0896
P 7.584 0.471 3.026  0.3837
O 8.063 -0.294 1.857  -0.6816
N 4.894 0.975 2.219  0.1149
Br 4.131 0.057 3.836  0.1825
C 5.101 -0.226 1.316  -2.4770
C 5.688 0.009 -0.079  -0.2658
P 4.811 -1.010 -1.300  0.5116
O 3.576 -0.388 -1.812  -0.6566
O 4.588 -2.385 -0.569  -0.4025
C 5.027 -3.657 -1.144  -0.3433
C 6.472 -3.948 -0.824  -1.1132
O 5.873 -1.274 -2.443  -0.3312
C 6.268 -0.136 -3.244  -0.1456
C 5.939 -0.373 -4.712  -1.3310
C 3.848 1.994 1.686  0.2177
N 3.215 1.444 0.511  0.0410
P 2.573 2.426 3.045  0.1501
C 1.042 1.557 2.608  -1.2574
C 2.089 4.188 2.899  -0.0859
C 0.921 4.469 3.856  -1.4022
H 5.014 6.849 -0.790  0.4422
H 5.946 5.414 -0.424  0.2412
H 4.788 5.355 -1.751  0.3097
H 2.919 5.686 -0.193  0.3651
H 3.995 5.832 1.179  0.3215
H 4.671 3.977 2.132  0.4230
H 7.315 1.808 0.868  0.4960
H 7.488 3.209 1.900  0.6247
H 6.480 3.493 3.733  0.8646
H 4.919 2.811 4.103  -0.0992
H 8.521 1.401 3.496  0.1104
H 7.150 -0.337 4.081  0.1934
H 5.729 -0.937 1.847  1.0682
H 4.152 -0.748 1.233  1.3326
H 5.596 1.029 -0.446  0.3966
H 6.733 -0.293 -0.126  0.6301
H 4.828 -3.666 -2.214  0.3502
H 4.378 -4.408 -0.698  0.4144
H 7.125 -3.158 -1.192  0.3011
H 6.756 -4.883 -1.303  0.4173
H 6.605 -4.023 0.255  0.3141
H 7.342 -0.016 -3.111  0.4182
H 5.785 0.781 -2.905  0.1856
H 6.838 -0.586 -5.290  0.3590
H 5.264 -1.217 -4.832  0.3152
H 5.482 0.510 -5.157  0.3490
H 2.766 0.549 0.676  0.1761
H 2.462 2.059 0.229  0.3681
H 1.240 0.484 2.605  0.4296
H 0.589 1.834 1.656  0.3440
H 0.360 1.731 3.439  0.4936
H 1.747 4.383 1.879  0.2272
H 2.930 4.857 3.072  0.2953
H 0.832 5.538 4.030  0.3946
H -0.013 4.129 3.411  0.3399
H 1.047 3.940 4.801  0.3825
C -3.473 -5.716 -2.787  -0.4379
C -4.595 -4.957 -2.476  -0.7531
C -4.464 -3.614 -2.169  -0.3194
C -3.204 -3.026 -2.164  -0.1061
C -2.074 -3.793 -2.458  0.3258
C -2.215 -5.137 -2.778  -0.6764
C -0.708 -3.197 -2.420  0.7427
O 0.276 -3.857 -2.677  -0.6959
C -0.587 -1.756 -2.043  0.0518
C 0.678 -1.191 -1.953  -0.7190
C 0.822 0.144 -1.615  -0.5602
C -0.314 0.916 -1.374  -0.9738
C -1.580 0.360 -1.459  -0.4308
C -1.721 -0.982 -1.787  -0.0071
C -3.086 -1.577 -1.847  0.5166
O -4.074 -0.903 -1.638  -0.6422
H -3.580 -6.764 -3.034  0.3925
H -5.576 -5.414 -2.475  0.4567
H -5.334 -3.017 -1.931  0.7339
H -1.335 -5.720 -3.015  0.4902
H 1.550 -1.797 -2.146  0.6672
H 1.813 0.572 -1.539  0.8370
H -0.211 1.966 -1.120  0.5469
H -2.464 0.954 -1.273  0.5378
C -7.154 2.383 -0.106  -0.7164
C -6.410 1.334 -0.634  -0.2937
C -7.003 0.104 -0.858  -0.7359
C -8.341 -0.087 -0.544  0.4130
C -9.084 0.959 0.006  0.4281
C -8.489 2.197 0.215  -0.6209
C -10.510 0.771 0.386  0.5957
O -11.150 1.689 0.859  -0.6659
C -11.119 -0.571 0.173  0.1149
C -12.435 -0.786 0.563  -0.5147
C -13.022 -2.023 0.362  -0.5580
C -12.299 -3.050 -0.235  -0.5187
C -10.986 -2.843 -0.621  -0.5134
C -10.388 -1.607 -0.414  0.1160
C -8.963 -1.415 -0.812  0.3379
O -8.332 -2.311 -1.333  -0.7002
H -6.692 3.348 0.059  0.4121
H -5.364 1.470 -0.878  0.4769
H -6.428 -0.710 -1.275  0.6653
H -9.077 3.005 0.629  0.5538
H -12.989 0.020 1.024  0.4783
H -14.046 -2.190 0.670  0.4128
H -12.763 -4.014 -0.396  0.4030
H -10.414 -3.635 -1.083  0.4780
C -12.024 4.361 -0.067  -0.3627
C -11.729 5.049 1.105  -0.6285
C -11.379 6.387 1.060  -0.6681
C -11.313 7.047 -0.162  0.2373
C -11.591 6.354 -1.342  0.2932
C -11.954 5.013 -1.288  -0.7859
C -11.488 7.024 -2.670  0.5583
O -11.733 6.426 -3.696  -0.6569
C -11.067 8.455 -2.696  0.2158
C -10.916 9.091 -3.922  -0.5658
C -10.539 10.422 -3.969  -0.4824
C -10.316 11.126 -2.790  -0.4653
C -10.460 10.496 -1.566  -0.5870
C -10.829 9.158 -1.514  0.1900
C -10.951 8.492 -0.184  0.5954
O -10.755 9.108 0.842  -0.6616
H -12.306 3.324 -0.027  0.6122
H -11.773 4.532 2.054  0.4520
H -11.154 6.932 1.966  0.4730
H -12.173 4.489 -2.208  0.4844
H -11.097 8.534 -4.831  0.4734
H -10.419 10.914 -4.925  0.4010
H -10.028 12.168 -2.829  0.3995
H -10.287 11.032 -0.644  0.4731
C 7.640 -12.126 1.092  -0.4775
C 6.589 -11.256 1.361  -0.4853
C 6.825 -9.898 1.488  -0.5483
C 8.117 -9.404 1.356  0.2178
C 9.175 -10.281 1.104  0.2050
C 8.930 -11.640 0.965  -0.5952
C 10.577 -9.785 0.997  0.5381
O 11.495 -10.541 0.772  -0.6482
C 10.813 -8.323 1.184  0.3253
C 12.115 -7.841 1.139  -0.6440
C 12.357 -6.487 1.296  -0.4684
C 11.297 -5.607 1.492  -0.5535
C 9.999 -6.083 1.541  -0.6121
C 9.751 -7.442 1.395  0.2615
C 8.347 -7.937 1.480  0.5851
O 7.422 -7.168 1.646  -0.7012
H 7.451 -13.186 0.986  0.4042
H 5.583 -11.640 1.470  0.4041
H 6.015 -9.212 1.692  0.4721
H 9.755 -12.307 0.760  0.4803
H 12.930 -8.534 0.982  0.4883
H 13.372 -6.114 1.265  0.4023
H 11.489 -4.549 1.609  0.4245
H 9.168 -5.410 1.697  0.5289

Calculated values
HOMO level   -10.41 eV
LUMO energy   -5.00 eV
Frontier orbital gap   5.4 eV
Net charge   +1

***

Entry from OMol25: a structure of composition C8H14ClMoN2O3S2 (ωB97M-V/def2-TZVPD).

Each line ends with the Mulliken charge.
Geometry (Å):
Mo -0.879 -0.250 0.223  1.3582
C -4.965 0.876 -0.452  -1.5763
C -3.734 0.147 -0.016  0.9213
S -2.617 1.009 0.934  -0.1093
C -3.551 -1.235 -0.297  0.8173
C -4.568 -2.032 -1.049  -1.2832
S -2.205 -2.091 0.300  -0.0902
H -4.921 1.931 -0.194  0.4748
H -5.831 0.435 0.053  0.4237
H -5.131 0.778 -1.526  0.3873
H -5.490 -1.479 -1.202  0.3918
H -4.785 -2.958 -0.512  0.4183
H -4.181 -2.321 -2.029  0.3273
Cl -0.634 -0.689 4.566  -0.0089
C 1.091 -0.834 4.771  -0.2666
C 1.914 -0.647 3.571  0.5316
O 2.737 -0.533 2.839  0.0291
O 0.153 -0.374 1.512  -0.7212
H 1.379 -1.830 5.136  0.3528
H 1.481 -0.076 5.467  0.3558
C -1.179 -0.903 -4.007  -0.7544
N -0.102 0.075 -3.825  -0.1854
C 0.259 0.585 -2.674  0.6656
N 1.247 1.456 -2.553  -0.3443
O -0.403 0.221 -1.594  -0.6578
H -1.420 -0.937 -5.065  0.3632
H -2.065 -0.584 -3.462  0.2110
H -0.861 -1.893 -3.686  0.2974
H 0.421 0.346 -4.647  0.2541
H 1.764 1.787 -3.356  0.2135
H 1.485 1.853 -1.660  0.2035

Calculated values
HOMO level (alpha / beta)   -19.46 / -19.46 eV
LUMO energy (alpha / beta)   -12.17 / -12.17 eV
Frontier orbital gap (alpha / beta)   7.3 / 7.3 eV
Net charge   +3

***

- Among the records above, which one has the highest net charge?
  C8H14ClMoN2O3S2

***

- Which formula does entry 1 have?
  C73H68BrIN2O15P3

***

- Which value of net charge does entry 1 give?
  +1

***

- Look up the net charge of the first one.
  +1